# 1
Molecular formula: C13H78Br3Cl2NO32S
Method: DFT, ωB97M-V/def2-TZVPD

Output
Spin multiplicity: 1
Total charge: 0
Gap between HOMO and LUMO in hartree: 0.329

Structure (XYZ):
```
130
C13H78Br3Cl2NO32S, DFT ωB97M-V/def2-TZVPD
C 1.782 -0.111 -0.337
C 1.523 -0.738 0.994
Br 3.124 -1.471 1.674
C 0.358 -0.855 1.643
Br 0.393 -1.725 3.350
C -1.043 -0.402 1.173
S -1.235 0.195 -0.474
C -1.856 -1.796 1.136
C -1.022 -3.044 0.872
Br -3.106 -1.869 -0.438
C -2.555 -1.766 2.480
O -3.168 -2.691 3.010
O -2.345 -0.617 3.115
C -1.825 0.422 2.278
C -0.831 1.316 3.025
C 0.015 2.178 2.098
N 1.138 2.783 2.811
C -3.040 1.435 2.013
Cl -3.786 1.668 3.649
C -4.323 1.380 1.152
C -5.301 0.236 1.368
Cl -4.150 1.788 -0.586
H 1.489 0.925 -0.421
H 1.238 -0.659 -1.095
H 2.824 -0.189 -0.598
H -0.716 1.429 -0.568
H -0.583 -3.449 1.769
H -0.288 -2.833 0.105
H -1.685 -3.808 0.495
H -1.383 1.989 3.667
H -0.189 0.766 3.693
H 0.362 1.632 1.235
H -0.601 2.994 1.725
H 1.992 2.655 2.291
H 1.004 3.786 2.819
H -2.600 2.406 1.848
H -4.834 2.266 1.493
H -6.295 0.655 1.467
H -5.104 -0.301 2.287
H -5.351 -0.427 0.527
O 0.994 -3.556 -1.568
H 1.698 -3.766 -2.198
H 0.211 -3.885 -2.028
O -5.219 -4.132 -2.162
H -4.801 -3.461 -1.612
H -4.895 -4.963 -1.804
O 2.333 -1.044 -3.564
H 2.166 -1.640 -2.827
H 2.939 -0.373 -3.217
O 1.446 -6.328 -0.728
H 1.683 -5.620 -0.118
H 1.849 -7.121 -0.357
O 3.390 4.343 3.448
H 3.246 3.919 4.300
H 3.959 5.096 3.645
O 0.908 -5.228 4.230
H 1.855 -5.128 4.100
H 0.547 -4.344 4.096
O 0.013 1.029 -3.603
H -0.642 0.748 -2.953
H 0.350 0.198 -3.967
O 0.013 5.451 1.854
H -0.900 5.341 1.572
H 0.504 5.415 1.013
O 0.094 -5.335 -3.602
H 0.728 -5.740 -4.211
H -0.490 -6.056 -3.361
O -2.130 3.283 -4.328
H -2.514 3.642 -3.521
H -1.505 2.611 -4.024
O 0.851 5.564 -0.851
H 1.789 5.498 -1.059
H 0.544 6.350 -1.321
O 3.504 7.090 4.005
H 3.137 7.744 4.608
H 3.338 7.466 3.138
O -1.470 -5.662 -6.182
H -1.880 -5.155 -5.476
H -1.706 -5.203 -6.999
O -2.144 -6.304 4.605
H -1.241 -5.996 4.459
H -2.656 -5.499 4.729
O -0.825 6.920 -3.125
H -1.707 6.790 -3.478
H -0.246 6.810 -3.886
O 4.682 9.235 2.212
H 5.377 9.843 2.480
H 5.160 8.422 2.013
O -3.934 -6.416 1.919
H -3.479 -5.568 1.949
H -4.443 -6.427 2.736
O 6.616 5.555 2.383
H 6.273 5.721 3.268
H 6.395 4.634 2.212
O 3.578 -4.836 -2.231
H 2.983 -5.213 -1.566
H 4.009 -5.592 -2.634
O -2.302 6.976 3.419
H -1.575 6.567 2.938
H -2.717 7.566 2.785
O -6.893 -7.023 2.411
H -6.029 -7.231 2.041
H -7.220 -6.317 1.844
O -0.359 5.653 -4.830
H 0.236 5.279 -5.483
H -1.031 4.964 -4.701
O 9.707 6.655 2.314
H 8.765 6.538 2.148
H 10.108 6.683 1.442
O -8.218 -6.673 -0.438
H -9.015 -7.033 -0.039
H -7.717 -7.447 -0.709
O 1.455 -7.687 -4.252
H 1.122 -7.701 -3.350
H 1.345 -8.596 -4.561
O 4.408 0.725 -2.395
H 4.649 1.209 -1.600
H 5.029 -0.012 -2.427
O 4.097 6.940 -0.021
H 3.732 7.532 0.642
H 4.752 6.409 0.445
O -1.972 -5.276 -9.058
H -1.329 -5.666 -9.656
H -2.560 -6.003 -8.827
O 2.767 9.787 5.488
H 2.454 10.479 6.077
H 2.921 10.227 4.647
O 0.991 -10.567 -5.026
H 1.624 -10.949 -5.641
H 0.410 -11.292 -4.782
```

# 2
Molecular formula: C3H3F2I
Method: DFT, ωB97M-V/def2-TZVPD

Output
Spin multiplicity: 1
Total charge: 0
Gap between HOMO and LUMO (alpha / beta) in hartree: 0.303 / 0.247

Structure (XYZ):
```
9
C3H3F2I, DFT ωB97M-V/def2-TZVPD
C -0.522 1.064 -0.348
C 1.449 -0.573 0.895
C -0.726 -0.400 -0.596
F -1.664 1.700 -0.030
F 2.713 -0.933 0.688
I 1.093 1.359 1.137
H -1.364 -0.545 -1.426
H -1.195 -0.800 0.269
H 0.217 -0.872 -0.590
```

# 3
Molecular formula: C7H13NOS
Method: DFT, ωB97M-V/def2-TZVPD

Output
Spin multiplicity: 1
Total charge: 0
Gap between HOMO and LUMO in hartree: 0.301

Structure (XYZ):
```
23
C7H13NOS, DFT ωB97M-V/def2-TZVPD
C 0.812 1.082 -0.721
C 2.635 0.040 0.364
C -0.358 0.491 -0.020
C -0.308 -1.515 -1.669
C -1.908 -1.435 0.299
C -0.314 2.202 1.696
C -1.129 -0.587 -0.739
N 2.022 0.844 -0.683
O -1.037 1.290 0.839
S 1.387 -0.665 1.391
H 0.516 1.439 -1.713
H 3.270 -0.842 -0.061
H 3.371 0.674 0.849
H -0.301 -1.100 -2.638
H -0.780 -2.483 -1.747
H 0.647 -1.654 -1.155
H -1.246 -2.116 0.701
H -2.686 -2.126 -0.219
H -2.230 -0.699 1.077
H -0.675 3.214 1.399
H 0.771 2.148 1.405
H -0.537 1.861 2.672
H -1.923 -0.062 -1.328
```

# 4
Molecular formula: C5H9NO3
Method: DFT, ωB97M-V/def2-TZVPD

Output
Spin multiplicity: 1
Total charge: 0
Gap between HOMO and LUMO in hartree: 0.361

Structure (XYZ):
```
18
C5H9NO3, DFT ωB97M-V/def2-TZVPD
C 0.645 -0.634 0.486
C 1.404 -1.476 -0.546
C 1.415 0.625 0.872
C -0.744 -0.364 -0.053
C -0.635 0.942 -1.687
N -2.707 1.006 0.577
O -1.306 0.892 0.607
O -1.532 -1.232 -0.365
O -0.630 2.046 -1.942
H 0.483 -1.245 1.381
H -3.071 0.065 0.392
H -2.949 1.600 -0.218
H 1.583 -0.891 -1.449
H 2.361 -1.800 -0.142
H 0.818 -2.349 -0.824
H 2.388 0.351 1.278
H 0.884 1.201 1.627
H 1.593 1.262 0.007
```

# 5
Molecular formula: C36H24BClN12OS2W
Method: DFT, ωB97M-V/def2-TZVPD

Output
Spin multiplicity: 4
<S²>: 3.790
Total charge: +1
Gap between HOMO and LUMO (alpha / beta) in hartree: 0.226 / 0.216

Structure (XYZ):
```
78
C36H24BClN12OS2W, DFT ωB97M-V/def2-TZVPD
W -0.151 0.089 0.336
Cl 7.339 0.045 0.399
C 5.628 0.299 0.437
C 5.125 1.607 0.490
C 3.770 1.847 0.495
C 2.881 0.767 0.454
O 1.584 0.961 0.445
C 3.378 -0.532 0.437
C 2.488 -1.647 0.414
N 1.197 -1.661 0.442
C 0.568 -2.961 0.433
C 1.223 -4.158 0.524
C 0.530 -5.383 0.457
C -0.823 -5.396 0.326
C -1.533 -4.176 0.290
C -2.944 -4.144 0.233
C -3.576 -2.948 0.285
C -2.808 -1.772 0.371
N -1.492 -1.743 0.367
C -0.837 -2.956 0.346
C 4.767 -0.763 0.417
H 5.821 2.435 0.533
H 3.389 2.858 0.545
H 2.999 -2.602 0.368
H 2.291 -4.215 0.666
H 1.089 -6.307 0.517
H -1.375 -6.327 0.281
H -3.496 -5.074 0.168
H -4.652 -2.861 0.269
H -3.336 -0.841 0.445
H 5.152 -1.775 0.398
C -0.298 -1.867 -3.533
C 0.473 -1.471 -2.447
N -0.128 -0.486 -1.778
N -1.305 -0.243 -2.417
C -1.418 -1.060 -3.475
B -2.134 1.064 -2.173
N -2.890 1.034 -0.807
C -4.121 1.462 -0.495
C -4.206 1.608 0.879
C -2.944 1.269 1.352
N -2.156 0.930 0.331
N -1.118 2.205 -2.004
C -1.036 3.455 -2.498
C -0.019 4.116 -1.850
C 0.470 3.187 -0.929
N -0.200 2.046 -1.022
N -3.096 1.221 -3.323
C -2.928 1.794 -4.543
C -3.987 1.430 -5.330
C -4.766 0.599 -4.501
N -4.227 0.459 -3.303
H -0.070 -2.624 -4.262
H 1.443 -1.827 -2.143
H -2.280 -1.007 -4.120
H -4.851 1.623 -1.269
H -5.059 1.927 1.452
H -2.567 1.219 2.360
H -1.712 3.803 -3.260
H 0.314 5.127 -2.007
H 1.265 3.293 -0.214
H -2.063 2.391 -4.780
H -4.176 1.721 -6.349
H -5.692 0.095 -4.733
S -0.161 -0.490 2.827
C 1.012 0.595 3.498
C 1.968 0.091 4.391
C 2.943 0.904 4.931
C 3.932 0.321 5.803
N 4.717 -0.171 6.482
C 2.990 2.283 4.618
C 2.040 2.811 3.783
C 1.039 1.996 3.200
S -0.094 2.670 2.157
C 4.029 3.128 5.150
N 4.863 3.797 5.568
H 1.955 -0.960 4.645
H 2.054 3.868 3.553
```

# 6
Molecular formula: C3H6ClN
Method: DFT, ωB97M-V/def2-TZVPD

Output
Spin multiplicity: 1
Total charge: 0
SMILES: ClC1CNC1
Gap between HOMO and LUMO in hartree: 0.362

Structure (XYZ):
```
11
C3H6ClN, DFT ωB97M-V/def2-TZVPD
Cl -0.282 0.649 -2.189
C 0.544 0.183 -0.810
C -0.233 -0.965 -0.171
N -0.854 -0.023 0.870
C 0.222 0.961 0.503
H 1.633 -0.022 -1.056
H 0.355 -1.731 0.327
H -1.097 -1.587 -0.629
H -1.034 -0.374 1.780
H -0.208 1.923 0.128
H 0.954 0.986 1.248
```

total charge of number 5 (C36H24BClN12OS2W)? +1

Which value of total charge does entry 6 give? 0